Entry 1:
The following is a quantum chemistry calculation of one molecule with the formula C9H18N2O2 at a distorted geometry, from OMol25.

Values from the calculation:
E, hartree: -613.31709
Structure (SMILES): CC(C)CC(=O)NNC(=O)C(C)C
LUMO, eV: 0.61
Orbital gap, eV: 10.0
2S+1: 1

Positions of all 31 atoms, in Å:
C  2.58394  1.59006  -0.48530
H  2.35554  2.33159  0.14099
H  1.82180  1.27586  -1.10856
H  3.21418  2.05026  -1.33731
C  3.34572  0.30296  -0.02888
C  3.68599  -0.67946  -0.82543
H  4.29654  -1.45407  -0.23449
H  4.26109  -0.12398  -1.82957
H  2.81684  -1.08590  -1.36354
H  4.26193  0.87595  0.55220
C  2.45649  0.05814  1.30162
C  1.08856  -0.60483  0.71257
O  1.04853  -1.99057  0.22431
N  0.16751  0.22616  1.02463
H  0.18378  1.09669  1.12904
N  -1.18686  -0.26086  0.65173
C  -2.05906  0.53140  0.47192
O  -1.94980  1.78953  0.85778
C  -3.30034  0.27454  -0.20688
C  -4.00985  -0.87936  0.87448
H  -4.13006  -0.56948  1.68662
H  -3.46063  -1.71207  0.92055
H  -4.96904  -1.10665  0.45239
C  -3.28264  -0.27838  -1.40392
H  -4.18650  -0.42657  -2.24393
H  -2.49431  -1.18359  -1.62420
H  -2.76792  0.26477  -2.19867
H  -4.05488  1.18097  -0.18131
H  -1.21781  -1.21343  0.28586
H  2.37703  0.57150  2.12576
H  3.10421  -0.85117  1.65954

Here are the Mulliken charges for atoms 1 to 6, given in e: number 1, C, carries -1.802; number 2, H, carries 0.438; number 3, H, carries 0.558; number 4, H, carries 0.363; number 5, C, carries 0.443; number 6, C, carries -0.936

Entry 2:
The following is a quantum chemistry calculation of C13H17BrHfN2 as an isolated structure at a distorted geometry, from OMol25.

Values from the calculation:
E, hartree: -3236.55187
LUMO, eV: -8.71
Orbital gap, eV: 7.7
2S+1: 1
Charge: +2

Positions of all 34 atoms, in Å:
C  -5.21725  0.24607  0.35626
C  -5.22819  1.55011  -0.45334
H  -5.42751  -0.61788  -0.28948
H  -6.01467  0.29096  1.10618
H  -4.28064  0.04981  0.88193
H  -4.38048  1.66385  -1.13739
H  -6.14537  1.58478  -1.05259
H  -5.24055  2.43047  0.20736
C  0.93692  -2.96359  0.08389
C  1.85560  -3.97050  -0.17760
C  2.95552  -3.71417  -0.99833
C  3.15143  -2.44896  -1.50687
H  0.04322  -3.07202  0.73174
H  1.68760  -4.94677  0.26456
H  3.67339  -4.49686  -1.24395
H  3.98326  -2.18280  -2.13474
N  1.10408  -1.73510  -0.48040
C  2.22959  -1.44595  -1.20399
C  2.36185  -0.07993  -1.64229
N  1.35530  0.78245  -1.25865
C  1.48269  2.10815  -1.54748
C  3.44323  1.66581  -2.87211
C  2.46824  2.54879  -2.41974
H  0.75029  2.78419  -1.07814
H  2.44987  3.58224  -2.74178
C  3.40724  0.35248  -2.45045
H  4.14182  -0.37273  -2.77864
H  4.23116  1.99170  -3.55300
Hf  -0.20432  -0.01028  -0.00390
C  -1.28906  1.80942  0.13768
H  -1.62208  2.09165  -0.86730
H  -0.74038  2.66778  0.56215
H  -2.18771  1.67874  0.74584
Br  0.85981  0.43311  2.12317

Here are the Mulliken charges for atoms 1 to 6, given in e: number 1, C, carries -0.723; number 2, C, carries -0.789; number 3, H, carries 0.278; number 4, H, carries 0.289; number 5, H, carries 0.163; number 6, H, carries 0.179